Entry 1:
Formula: C28H29B2BiN9O8
Source: the Open Molecules 2025 dataset
Level of theory: wB97M-V/def2-TZVPD

Structure (XYZ):
```
77
Properties=species:S:1:pos:R:3
Bi 0.06 -0.24 0.33
O 1.93 -3.85 2.10
C 1.10 -3.14 1.60
O 1.05 -1.82 1.71
C -0.06 -3.87 0.86
C -1.53 -3.68 1.47
C -2.54 -4.72 0.90
C -2.82 -4.11 -0.53
C -1.78 -2.87 -0.57
O -1.90 -2.41 0.84
C -0.37 -3.51 -0.63
C 0.74 -2.73 -1.35
O 1.35 -3.36 -2.20
O 1.02 -1.46 -1.17
H 0.19 -4.90 0.88
H -1.47 -3.54 2.56
H -3.47 -4.79 1.50
H -2.19 -5.73 0.92
H -3.75 -3.60 -0.63
H -2.66 -4.91 -1.23
H -2.07 -1.98 -1.23
H -0.32 -4.41 -1.19
C 0.54 1.26 4.70
C 0.69 0.37 3.63
N -0.15 0.69 2.65
N -0.83 1.80 3.08
C -0.45 2.15 4.33
B -1.86 2.62 2.21
N -2.89 1.63 1.62
C -3.26 0.40 2.09
C -4.16 -0.16 1.27
C -4.31 0.79 0.23
N -3.52 1.85 0.45
N -1.03 3.42 1.16
C -1.02 4.75 1.01
C -0.01 5.05 0.11
C 0.53 3.82 -0.22
N -0.13 2.82 0.37
H 1.15 1.27 5.59
H 1.28 -0.47 3.41
H -0.78 3.03 4.82
H -2.41 3.39 2.95
H -3.00 0.05 3.02
H -4.57 -1.16 1.32
H -4.92 0.61 -0.62
H -1.65 5.32 1.63
H 0.38 6.03 -0.14
H 1.39 3.57 -0.81
C 0.22 -2.65 -5.08
N -0.33 -1.40 -4.49
C 0.54 -0.43 -4.27
C 0.21 0.68 -3.56
C -1.07 0.57 -2.84
N -1.91 -0.38 -3.04
C -1.63 -1.41 -3.94
O -2.45 -2.20 -4.31
N -1.42 1.72 -2.17
H 0.55 -3.29 -4.28
H 1.02 -2.36 -5.78
H -0.64 -3.07 -5.67
H 1.52 -0.51 -4.78
H 0.91 1.46 -3.38
H -0.74 2.38 -1.84
H -2.13 1.61 -1.41
O 2.95 1.09 1.48
B 2.11 0.94 0.37
O 2.67 1.59 -0.73
C 3.93 2.09 -0.32
C 5.02 2.68 -0.99
C 6.06 3.13 -0.15
C 6.16 2.80 1.23
C 5.15 2.05 1.82
C 4.05 1.74 1.02
H 4.90 3.04 -2.00
H 6.79 3.79 -0.55
H 6.93 3.24 1.94
H 5.09 1.85 2.90
```

The gap between HOMO and LUMO comes out at 8.7341 eV. The charge is -1. The value obtained for the HOMO energy is -0.2265 hartree. The max |F| is 3.4 eV/A. The energy relative to the best compared isomer or geometry (same formula, charge and spin) comes out at 0.188 eV.

---

Entry 2:
Formula: C4H8O4
Source: the Open Molecules 2025 dataset
Level of theory: wB97M-V/def2-TZVPD

Structure (XYZ):
```
16
Properties=species:S:1:pos:R:3
C 2.10 0.76 -1.89
C 1.33 0.29 -0.68
O 0.02 0.53 -0.79
O 1.84 -0.20 0.31
H -0.58 0.90 0.14
H 2.16 1.85 -1.88
H 1.60 0.44 -2.79
H 3.11 0.34 -1.86
C -1.06 -0.95 1.06
C -1.80 -1.77 0.35
O -1.48 0.55 1.15
O -1.02 1.15 2.36
H -1.83 1.52 2.73
H -0.26 -1.14 1.75
H -2.47 -1.42 -0.43
H -1.67 -2.83 0.47
```

The gap between HOMO and LUMO comes out at 10.2328 eV. The value obtained for the HOMO energy is -0.3549 hartree. The max |F| is 3.3 eV/A. As for the SMILES: CC(=O)O.C=COO. The energy relative to the best compared isomer or geometry (same formula, charge and spin) comes out at 6.025 eV.

---

Entry 3:
Formula: C26H42Br4N2O3
Source: the Open Molecules 2025 dataset
Level of theory: wB97M-V/def2-TZVPD

Structure (XYZ):
```
77
Properties=species:S:1:pos:R:3
Br -23.47 -2.39 -9.25
C -22.99 -4.06 -8.24
C -22.28 -5.00 -9.20
Br -21.94 -6.66 -8.15
H -23.99 -4.40 -7.99
H -22.36 -3.75 -7.41
H -21.31 -4.61 -9.51
H -22.83 -5.31 -10.09
Br -24.88 -5.40 -4.33
C -23.23 -6.38 -4.62
C -23.11 -7.44 -3.53
Br -21.18 -7.99 -3.34
H -22.41 -5.67 -4.66
H -23.40 -6.83 -5.59
H -23.75 -8.32 -3.58
H -23.18 -6.92 -2.57
N -23.45 -9.84 -0.46
C -23.15 -10.34 0.73
C -22.93 -11.70 0.90
C -23.18 -12.54 -0.18
C -23.69 -11.98 -1.37
C -23.87 -10.62 -1.46
H -23.18 -9.75 1.64
H -22.46 -12.02 1.82
H -23.23 -13.61 -0.05
H -24.01 -12.55 -2.22
H -24.13 -10.20 -2.42
N -25.78 -6.99 0.65
C -24.43 -6.79 0.54
C -23.54 -6.83 1.63
C -24.11 -7.05 2.91
C -25.47 -7.18 3.04
C -26.32 -7.13 1.91
H -23.95 -6.84 -0.42
H -22.47 -6.77 1.48
H -23.50 -7.23 3.78
H -25.95 -7.40 3.98
H -27.36 -7.41 2.01
C -20.37 -3.88 -5.38
C -19.86 -3.84 -3.94
C -18.98 -2.52 -3.93
O -18.46 -2.67 -5.27
C -19.47 -2.98 -6.17
H -21.40 -3.56 -5.54
H -20.30 -4.93 -5.67
H -19.29 -4.68 -3.56
H -20.69 -3.75 -3.24
H -18.25 -2.62 -3.13
H -19.37 -1.50 -3.85
H -19.05 -3.53 -7.01
H -19.97 -2.09 -6.54
C -24.51 -1.80 -3.80
C -24.36 -2.38 -2.44
C -23.80 -1.34 -1.53
O -23.06 -0.46 -2.37
C -23.36 -0.74 -3.73
H -25.53 -1.44 -3.93
H -24.38 -2.56 -4.57
H -23.69 -3.23 -2.46
H -25.27 -2.73 -1.95
H -23.10 -1.81 -0.84
H -24.58 -0.81 -0.98
H -22.41 -1.10 -4.14
H -23.66 0.22 -4.16
C -15.96 -6.86 -3.97
C -17.06 -7.91 -3.81
C -17.41 -7.79 -2.31
O -17.06 -6.53 -1.88
C -15.89 -6.15 -2.61
H -16.05 -6.14 -4.78
H -14.97 -7.32 -4.02
H -16.73 -8.92 -4.06
H -17.91 -7.64 -4.44
H -17.03 -8.58 -1.67
H -18.50 -7.81 -2.22
H -15.01 -6.47 -2.05
H -15.97 -5.07 -2.60
```

The gap between HOMO and LUMO comes out at 9.6565 eV. The value obtained for the HOMO energy is -0.3433 hartree. The max |F| is 3.2 eV/A. As for the SMILES: c1ccncc1.c1ccncc1.C1CCOC1.C1CCOC1.C1CCOC1.BrCCBr.BrCCBr.

---

Entry 4:
Formula: C19H21FeN2O
Source: the Open Molecules 2025 dataset
Level of theory: wB97M-V/def2-TZVPD

Structure (XYZ):
```
44
Properties=species:S:1:pos:R:3
C -6.73 1.28 2.89
C -5.65 0.71 1.99
O -5.85 0.40 0.81
N -4.42 0.56 2.63
C -3.21 0.31 2.00
C -2.00 0.49 2.73
C -0.81 0.45 2.03
N -0.72 0.20 0.69
C -1.86 -0.11 0.04
C -3.11 -0.10 0.66
H -6.41 2.24 3.33
H -7.62 1.43 2.27
H -6.97 0.57 3.71
H -4.38 0.83 3.61
H -2.00 0.72 3.79
H 0.15 0.68 2.50
H -1.77 -0.39 -1.01
H -4.00 -0.34 0.08
C 0.55 2.05 -0.29
C 1.58 1.56 -1.16
C 1.66 0.44 -2.00
C 2.74 0.30 -3.02
C 2.71 -1.03 -3.55
C 1.68 -1.78 -2.85
C 1.05 -0.91 -1.89
Fe 3.01 -1.00 -1.60
C 3.33 -0.86 0.34
C 4.38 -0.19 -0.42
C 4.97 -1.16 -1.32
C 4.29 -2.43 -1.13
C 3.28 -2.24 -0.11
H 0.85 2.90 0.34
H -0.43 2.19 -0.75
H 0.51 1.16 0.37
H 2.43 2.25 -1.27
H 3.33 1.14 -3.35
H 3.33 -1.40 -4.36
H 1.39 -2.80 -3.07
H 0.19 -1.12 -1.27
H 2.77 -0.43 1.16
H 4.72 0.83 -0.27
H 5.84 -0.99 -1.96
H 4.56 -3.37 -1.61
H 2.64 -3.02 0.31
```

The gap between HOMO and LUMO (alpha / beta) comes out at 2.9487 / 6.7945 eV. The charge is -1. The value obtained for the HOMO energy (alpha / beta) is -0.0032 / -0.1528 hartree. The max |F| is 3.5 eV/A. As for the spin multiplicity: 5. The energy relative to the best compared isomer or geometry (same formula, charge and spin) comes out at 0.667 eV.

---

Entry 5:
Formula: C6H10N2
Source: the Open Molecules 2025 dataset
Level of theory: wB97M-V/def2-TZVPD

Structure (XYZ):
```
18
Properties=species:S:1:pos:R:3
C -1.42 0.50 -1.67
C -1.07 -0.89 -1.17
C -0.68 -0.92 0.32
C 0.48 -0.05 0.66
C 1.42 0.57 -0.11
N 2.40 1.13 0.66
C 2.07 0.84 1.89
N 0.91 0.15 1.95
H -1.81 1.12 -0.87
H -2.13 0.49 -2.50
H -0.57 1.05 -2.06
H -0.30 -1.39 -1.75
H -1.98 -1.50 -1.24
H -1.57 -0.69 0.91
H -0.42 -1.94 0.62
H 1.46 0.70 -1.19
H 2.67 1.11 2.75
H 0.53 -0.29 2.77
```

The gap between HOMO and LUMO comes out at 9.3681 eV. The value obtained for the HOMO energy is -0.3123 hartree. The max |F| is 1.0 eV/A. As for the SMILES: CCCc1cnc[nH]1. The energy relative to the best compared isomer or geometry (same formula, charge and spin) comes out at 0.000 eV.

---

Entry 6:
Formula: C3H11NO2
Source: the Open Molecules 2025 dataset
Level of theory: wB97M-V/def2-TZVPD

Structure (XYZ):
```
17
Properties=species:S:1:pos:R:3
C -1.22 -1.72 -0.33
C -0.40 -0.76 -1.20
C -0.66 1.59 -1.34
N -1.23 0.48 -1.21
H -1.32 -0.97 0.39
H -2.02 -2.09 -0.90
H -0.53 -2.50 -0.10
H -0.39 -1.13 -2.21
H 0.60 -0.56 -0.86
H 0.33 1.73 -1.11
H -1.32 2.39 -1.47
H -2.84 1.52 3.07
H -2.10 1.37 1.75
O -1.96 1.31 2.73
H 4.47 -0.57 0.52
H 5.39 -0.08 1.62
O 5.20 -0.02 0.66
```

The gap between HOMO and LUMO comes out at 10.4458 eV. The value obtained for the HOMO energy is -0.3595 hartree. The max |F| is 3.3 eV/A. As for the SMILES: C=NCC.O.O. The energy relative to the best compared isomer or geometry (same formula, charge and spin) comes out at 1.948 eV.

---

| no. | DFT total energy (eV) |
| --- | --- |
| 1 | -66496.4977 |
| 2 | -12463.1340 |
| 3 | -316932.3134 |
| 4 | -59452.3379 |
| 5 | -9364.4370 |
| 6 | -8872.5414 |